A structure of composition CHFIPS at a distorted geometry. Source: OMol25; level of theory: wB97M-V/def2-TZVPD.

Each line ends with the Mulliken spin population.
Atoms and positions in Å:
I  1.2682  2.2786  -1.5009  0.125
S  -0.0401  -1.4979  1.5114  0.929
P  1.0355  0.7716  0.4026  0.904
F  -0.1750  -1.0268  -1.0544  0.010
C  -0.4079  -0.4453  0.2373  -0.066
H  -1.6807  -0.0802  0.4040  0.098

The strongest force on any atom is 0.079 hartree/bohr. Its spin multiplicity is 3. The calculation puts the orbital gap (spin up / spin down) at 8.5 / 6.6 eV. Its energy above the lowest of the compared OMol25 structures with the same formula, charge and spin is 1.406 eV. The molar mass comes out at 221.96 g mol⁻¹.